Record 1
The following is a DFT calculation (ωB97M-V/def2-TZVPD) of an isolated molecule of C4H2ClFOS.

Values from the calculation:
HOMO level in Ha: -0.321

```
10
Properties=species:S:1:pos:R:3:forces:R:3
F -0.22314 -2.06923 0.00233 -0.1 -1.7 0.0
C -0.33518 -0.78382 0.01726 -0.5 3.2 -0.2
C 0.76974 0.14282 0.02644 0.9 -0.6 -0.1
S 2.51692 -0.29409 -0.00837 -1.3 -0.2 0.1
C 0.22048 1.36876 0.01045 -0.6 0.3 0.0
O -1.14876 1.29279 -0.01799 0.3 0.3 0.1
C -1.46253 0.00365 -0.01977 0.6 -1.7 0.2
Cl -3.09379 -0.43365 -0.00018 -0.2 0.0 -0.1
H 2.18289 -1.60017 -0.05001 0.4 0.1 0.0
H 0.57336 2.37295 0.03984 0.4 0.2 -0.1
```
Forces are in eV/Å.

These are the Löwdin partial charges, in e, on atoms 1 to 6:
1 F 0.120
2 C -0.333
3 C -0.521
4 S 0.799
5 C -0.120
6 O -0.001

=====

Record 2
The following is a DFT calculation (ωB97M-V/def2-TZVPD) of a structure of composition C12H33N3O7SSr.

Values from the calculation:
HOMO level in Ha: -0.238

```
57
Properties=species:S:1:pos:R:3:forces:R:3
Sr 0.84015 -0.66052 0.96871 1.0 0.6 0.8
S 1.63011 -1.05444 3.87882 3.7 0.8 5.6
O 2.31741 -1.49556 2.68639 1.1 -2.3 -3.9
O 2.64390 -0.32196 4.67236 -0.9 -0.2 -0.2
O 0.62666 -0.13336 3.39907 -3.7 3.0 -2.1
O 0.99650 -2.09771 4.65513 -0.6 -1.1 -0.3
C -3.31161 -0.11164 1.78646 0.4 -1.2 0.3
C -2.74907 -1.59008 1.77333 -0.6 1.0 0.5
C -3.28933 -2.41547 0.58145 1.3 0.4 0.3
O -3.33801 -1.63581 -0.59162 0.0 0.1 -1.1
C -3.43013 -2.38806 -1.79511 0.1 0.2 -0.4
N -1.26920 -1.64336 1.96678 -1.6 -0.6 -1.0
H -3.16192 0.39925 0.83531 0.0 0.0 0.1
H -2.86785 0.45544 2.60476 0.4 0.0 -0.1
H -4.36976 -0.12804 2.04756 -0.1 -0.1 -0.4
H -3.13212 -2.08889 2.66358 -0.5 0.1 0.0
H -4.26921 -2.83258 0.81372 0.0 -0.1 0.0
H -2.54571 -3.18007 0.35663 -0.2 -0.6 0.4
H -3.06197 -1.78231 -2.62314 -0.7 0.7 0.0
H -4.44125 -2.75262 -1.97632 -0.1 0.1 -0.1
H -2.74145 -3.22023 -1.94108 0.2 -0.5 1.1
H -1.00895 -1.01741 2.71548 0.2 0.5 0.7
H -1.14282 -2.54740 2.39902 0.6 -0.3 0.1
C -1.11658 0.82623 -3.12267 -1.3 1.0 -0.6
C -0.50148 0.80555 -1.73340 0.7 0.0 0.5
C -0.82469 1.91405 -0.68925 -1.0 -0.1 -1.3
O -0.13863 1.82700 0.53773 0.2 -0.8 -0.3
C -0.62435 2.73962 1.50391 -0.4 -0.1 1.3
N -0.75370 -0.51095 -1.16116 0.7 -0.7 0.1
H -0.44844 0.38576 -3.86273 0.1 0.3 0.0
H -1.52337 1.77513 -3.47224 0.8 0.6 -0.1
H -2.05104 0.27513 -3.22826 0.0 -0.6 0.7
H 0.57310 0.87726 -1.90140 0.1 -0.2 0.1
H -1.90042 1.79720 -0.55785 -0.3 0.4 0.5
H -0.60966 2.90631 -1.08583 -0.2 0.1 -0.4
H -1.65656 2.53966 1.79140 -0.3 -0.2 -0.5
H -0.56671 3.79703 1.24569 0.3 0.0 -0.5
H -0.10681 2.56824 2.44778 0.5 -0.1 -0.3
H -0.43665 -1.17224 -1.85562 0.6 -0.3 -0.1
H -1.72281 -0.79215 -1.11816 -0.7 0.7 0.6
C 4.09610 -0.17500 -2.74127 -1.1 0.8 0.8
C 3.47311 -0.03341 -1.32486 1.0 -0.5 0.0
C 3.03717 1.35802 -0.88235 0.1 -0.4 1.8
O 2.81674 1.22196 0.56034 -0.2 -2.5 -0.8
C 3.00319 2.36482 1.32100 -0.7 2.2 -1.2
N 2.36622 -1.03143 -1.25183 0.7 0.2 -0.8
H 3.30585 0.14453 -3.42061 0.2 0.7 -0.4
H 4.18354 -1.21963 -3.03992 0.8 -0.1 0.5
H 4.99758 0.43071 -2.83365 0.0 -0.3 -0.4
H 4.20526 -0.31208 -0.56697 0.1 -0.1 0.0
H 2.09657 1.69790 -1.31577 0.3 0.3 -0.3
H 3.85791 2.06360 -1.01137 -0.1 0.2 -0.3
H 4.00415 2.74282 1.11292 0.1 0.2 0.5
H 2.71024 2.40057 2.37029 0.5 -1.4 0.1
H 2.26408 3.03978 0.88943 0.2 1.0 0.0
H 2.85421 -1.91551 -1.23251 0.2 -0.6 1.0
H 2.21250 -1.09363 -2.24812 -1.6 0.1 -0.4
```
Forces are in eV/Å.

These are the Löwdin partial charges, in e, on atoms 1 to 6:
1 Sr 1.515
2 S 0.103
3 O -0.536
4 O -0.397
5 O -0.524
6 O -0.365

=====

Record 3
The following is a DFT calculation (ωB97M-V/def2-TZVPD) of an isolated molecule of C5H9NO.

Values from the calculation:
HOMO level in Ha: -0.353

```
16
Properties=species:S:1:pos:R:3:forces:R:3
C -1.74336 0.22307 0.55817 -0.3 0.0 0.0
C -0.24714 0.46477 0.86436 0.1 0.0 -0.1
C 0.48724 -0.27739 -0.21614 0.2 0.0 -0.1
C 0.41883 -1.77971 -0.15125 0.0 0.0 0.0
N 1.09707 0.23184 -1.21476 0.2 -0.1 0.3
C 1.58164 1.52732 -1.18635 0.2 0.2 0.2
O 2.08624 2.04348 -0.21037 -0.1 0.0 -0.4
H -2.28954 -0.17242 1.41614 0.0 0.1 0.0
H -2.21963 1.14828 0.22773 0.0 -0.1 0.1
H -1.87170 -0.50012 -0.25733 0.0 0.1 0.2
H 0.00660 1.52609 0.88175 -0.1 -0.2 -0.1
H 0.03862 0.05067 1.83914 -0.1 0.0 -0.2
H -0.05877 -2.19080 -1.04412 0.1 0.0 0.1
H -0.10182 -2.13306 0.74239 0.0 0.0 -0.2
H 1.45403 -2.13108 -0.13268 -0.1 -0.1 0.0
H 1.59409 2.01208 -2.17633 -0.1 0.0 0.1
```
Forces are in eV/Å.

These are the Löwdin partial charges, in e, on atoms 1 to 6:
1 C -0.080
2 C -0.176
3 C -0.353
4 C -0.033
5 N 0.131
6 C -0.345

=====

Record 4
The following is a DFT calculation (ωB97M-V/def2-TZVPD) of an isolated molecule of C5H10O5.

Values from the calculation:
HOMO level in Ha: -0.359

```
20
Properties=species:S:1:pos:R:3:forces:R:3
O -2.03003 -1.10383 -0.32853 -0.2 -0.1 0.2
C -1.53013 -0.18353 -0.93050 -0.2 0.3 -0.3
C -1.06851 1.09656 -0.26632 -0.1 0.1 0.7
O -0.46630 1.98571 -1.16313 0.2 0.1 -0.3
C -0.21702 0.81515 0.99677 0.4 0.2 -0.5
O -0.95080 0.11103 1.95638 -0.2 -0.3 0.2
C 1.13492 0.10270 0.69074 -0.6 -0.4 0.4
O 1.88135 0.82688 -0.26575 0.2 0.2 -0.4
C 0.97318 -1.35051 0.23041 0.3 0.0 0.6
O 0.64966 -1.32231 -1.14977 0.2 0.0 -0.3
H -1.45935 -0.16724 -2.03016 0.0 -0.1 -0.1
H -1.99798 1.57954 0.08345 0.2 -0.2 0.0
H 0.49725 1.89673 -1.07508 -0.2 0.0 0.0
H 0.04089 1.78549 1.44188 -0.1 -0.1 -0.2
H -1.48126 -0.56366 1.49916 0.0 0.1 0.0
H 1.69945 0.10542 1.63218 -0.1 -0.1 -0.1
H 1.84914 0.31634 -1.08829 0.1 0.0 0.0
H 1.92112 -1.88538 0.37580 -0.1 0.1 0.0
H 0.19477 -1.84768 0.81666 0.1 0.1 0.0
H 0.35966 -2.19741 -1.42590 0.0 0.1 0.0
```
Forces are in eV/Å.

These are the Löwdin partial charges, in e, on atoms 1 to 6:
1 O 0.045
2 C -0.197
3 C -0.290
4 O -0.004
5 C -0.279
6 O -0.004

=====

Record 5
The following is a DFT calculation (ωB97M-V/def2-TZVPD) of a cluster of 12 separate species, C18H60N8O12 in total.

Values from the calculation:
HOMO level in Ha: -0.302

```
98
Properties=species:S:1:pos:R:3:forces:R:3
N -2.18282 3.85442 -3.73161 -0.1 0.4 -2.8
C -1.82382 4.09242 -2.48261 4.0 -1.7 3.8
N -2.35782 5.20242 -2.02361 -1.7 2.7 0.8
O -0.96182 3.42442 -1.70061 -3.5 1.9 -3.6
H -1.93882 2.93642 -4.04861 0.2 -0.5 -0.4
H -2.18082 4.64742 -4.43961 -0.2 -1.6 1.7
H -2.07682 5.53742 -1.12261 0.1 0.0 0.1
H -3.13082 5.71042 -2.49961 1.1 -0.9 0.6
N -2.80282 -1.20158 2.13139 -2.9 0.6 -2.3
C -1.79882 -1.71458 2.78739 4.9 -1.7 -2.9
N -2.14382 -1.78858 4.03839 1.6 -3.2 5.3
O -0.59582 -2.04158 2.28439 -6.0 1.7 2.6
H -2.72382 -1.14158 1.11939 0.0 0.0 -0.3
H -3.74782 -0.88858 2.50639 2.1 -1.0 -0.2
H -1.44482 -2.32958 4.62739 -1.6 1.0 -0.7
H -3.13682 -1.72858 4.33539 1.4 -0.4 -0.3
N -2.42282 0.70642 4.90139 1.8 -0.9 5.0
C -2.31782 1.73542 4.05239 0.7 5.3 3.0
N -2.49582 1.37142 2.81439 0.1 3.0 -3.7
O -2.14782 2.99942 4.45239 -0.6 -5.1 -1.8
H -2.00582 0.94842 5.89539 -1.4 -0.5 -2.8
H -2.06282 -0.23258 4.59639 -0.4 1.9 0.3
H -2.23082 2.16942 2.17139 -0.5 -1.7 0.5
H -2.40682 0.42442 2.47339 0.2 0.7 0.3
N -4.60582 -1.92058 -1.10861 -6.0 -1.4 0.0
C -3.35782 -1.71658 -1.13561 5.9 -3.4 -4.9
N -2.90782 -0.70758 -0.40061 1.0 1.0 -0.1
O -2.57082 -2.47658 -1.93261 -3.2 3.4 3.9
H -4.96282 -2.70758 -1.64061 0.2 0.3 0.2
H -5.29782 -1.33158 -0.63861 0.7 -0.4 -0.3
H -1.96982 -0.48258 -0.72861 -0.1 1.0 0.0
H -3.53782 0.05442 -0.16461 0.3 -0.1 -0.4
C 2.17618 1.13242 4.26839 1.4 1.8 -0.7
C 1.32618 1.65542 3.14239 6.9 5.1 1.4
C 2.13418 1.97142 1.90139 1.4 1.8 0.0
O 0.42018 0.86442 2.85039 -7.2 -6.5 -1.7
H 3.00518 1.88242 4.35039 -0.7 -0.6 0.7
H 2.66618 0.21942 4.03439 0.2 -1.0 -0.5
H 1.59618 0.98642 5.14439 -0.4 0.2 1.0
H 0.90318 2.60842 3.39739 -0.1 1.2 1.0
H 1.48618 2.36442 1.11539 0.1 0.2 0.1
H 2.63418 1.14042 1.49439 0.4 -1.6 -0.5
H 2.98818 2.66742 2.09439 -0.9 0.0 -0.1
H -0.11882 1.33742 2.22339 -1.0 -0.1 -0.6
C 3.50618 -4.00758 1.19539 -1.1 -2.5 2.8
C 2.30118 -3.30458 1.79839 8.0 2.9 3.5
C 2.51318 -1.78358 1.60239 1.4 0.0 3.9
O 1.22218 -3.49058 1.23539 -8.9 -2.9 -5.4
H 4.31618 -3.95758 1.94739 -0.2 -0.1 -0.6
H 3.79218 -3.58358 0.30139 0.6 0.9 -2.1
H 3.21018 -5.08258 1.06139 0.6 0.8 -0.1
H 2.14218 -3.62158 2.85339 1.2 0.5 0.3
H 3.42518 -1.48958 2.13039 0.2 0.3 0.1
H 1.69418 -1.25758 2.12139 0.2 0.1 -0.6
H 2.67518 -1.49358 0.60939 -0.3 0.1 -1.7
H 0.63818 -2.82958 1.63539 -1.2 -0.4 -0.5
C 0.59418 -2.61558 -2.50461 0.0 0.6 -1.0
C 0.22318 -3.92058 -1.86261 -7.6 4.3 -4.9
C -0.51882 -4.79558 -2.86161 0.7 -0.6 1.0
O 1.03418 -4.61958 -1.26961 8.2 -5.9 3.9
H 1.25418 -2.03358 -1.92261 0.6 0.8 1.3
H -0.33282 -2.05458 -2.64561 0.2 0.0 -0.1
H 1.12918 -2.65358 -3.43661 0.1 -0.6 -0.9
H -0.47882 -3.57258 -1.12061 -1.4 0.3 0.2
H -0.74482 -5.74758 -2.35561 -0.2 0.3 -0.4
H 0.04218 -4.97158 -3.75361 0.9 -0.4 -0.5
H -1.34282 -4.26458 -3.18661 -2.2 0.7 -0.5
H 1.13918 -4.21158 -0.42861 0.9 0.1 1.8
C 4.73718 0.14742 -1.20261 1.7 -0.4 -0.8
O 3.60518 -0.16658 -1.92661 -2.1 0.3 -0.2
H 4.58418 0.98142 -0.55061 -0.7 0.4 0.5
H 5.50018 0.48842 -1.90861 0.5 -0.3 0.3
H 5.04918 -0.70858 -0.62361 0.5 -0.2 0.3
H 3.66118 -0.87558 -2.56761 0.5 -0.1 0.2
C -0.62382 1.44842 -5.50261 -0.7 -1.7 -1.4
O -1.43082 1.31442 -4.35461 0.0 1.9 -0.6
H -0.90382 0.69242 -6.24261 -0.6 0.1 -0.2
H 0.37218 1.13742 -5.35061 1.5 0.4 0.7
H -0.68082 2.39342 -6.03561 -0.2 0.3 0.7
H -1.41782 0.42842 -4.06161 0.1 -1.6 0.6
C -1.04482 4.22342 1.33639 -0.9 -0.6 1.9
O -1.03482 2.84942 0.96739 -0.2 0.0 1.1
H -0.03582 4.56242 1.45539 0.4 0.7 -0.2
H -1.59682 4.39542 2.30639 0.9 -0.9 -0.5
H -1.69382 4.77642 0.71339 -0.1 0.8 -1.4
H -0.68182 2.77042 0.08239 -0.1 0.3 -0.9
C 0.11918 -0.25258 -0.25261 1.5 -1.0 1.8
O -0.60982 0.29442 -1.28661 -0.2 0.1 -1.0
H -0.16482 -1.29458 -0.10761 0.0 -0.1 -0.3
H -0.07382 0.19142 0.71939 -0.3 0.4 0.0
H 1.22618 -0.24058 -0.30261 -0.7 0.2 -0.7
H -0.23682 1.12842 -1.57461 0.2 0.6 0.0
C 1.72018 1.86042 -3.00361 -0.6 -0.5 -0.3
O 1.84318 1.83142 -1.61461 1.3 -0.8 0.5
H 2.63718 2.01042 -3.53061 0.9 0.3 -0.2
H 1.03618 2.63242 -3.22461 -0.7 1.1 -0.4
H 1.27618 0.95642 -3.42061 0.0 -0.5 0.2
H 2.56018 1.15242 -1.48361 -1.2 0.7 0.1
```
Forces are in eV/Å.

These are the Löwdin partial charges, in e, on atoms 1 to 6:
1 N 0.160
2 C -0.587
3 N 0.154
4 O -0.059
5 H 0.037
6 H 0.156

=====

Record 6
The following is a DFT calculation (ωB97M-V/def2-TZVPD) of an isolated molecule of C11H21P.

Values from the calculation:
HOMO level in Ha: -0.336

```
33
Properties=species:S:1:pos:R:3:forces:R:3
C -0.20273 3.49495 -1.04412 0.2 0.4 -1.2
C -0.29236 2.20020 -1.27875 0.0 1.6 1.9
C -0.05694 1.63909 -2.60685 1.4 -0.6 -0.7
C -0.68412 1.32679 -0.05319 -1.4 1.0 -1.5
C -2.02512 0.64124 -0.45351 2.7 -1.6 -1.8
C 0.48460 0.42145 0.19060 0.2 -1.7 3.5
P 2.04438 1.01391 1.03497 -0.6 2.3 0.7
C 0.22575 -0.86008 1.24763 2.3 0.2 -5.3
C -0.62947 -0.79658 2.18640 -1.7 -1.4 3.7
C 0.95711 -2.11521 0.66467 -2.9 1.1 -0.4
C 1.12738 -3.26124 1.64105 2.6 0.3 -1.8
C 0.00470 -2.48509 -0.60090 4.1 2.7 -0.2
H -0.62088 3.90983 -0.19992 -0.4 0.6 2.4
H 0.15350 4.27921 -1.68348 0.1 -0.1 -1.0
H -0.22850 2.31006 -3.48341 0.9 -0.1 1.0
H 0.91778 1.06157 -2.59879 -1.0 0.7 -0.7
H -0.84163 0.95755 -2.72995 -1.0 -1.7 -0.4
H -1.01740 1.96094 0.78417 1.0 0.1 -0.1
H -2.40296 0.15356 0.42014 -1.1 0.2 0.4
H -2.61361 1.43418 -1.02065 0.2 -1.7 0.8
H -1.59739 -0.28690 -1.06892 -1.8 2.0 0.5
H 0.82247 0.02499 -0.75046 0.1 -0.4 -0.2
H 1.42452 1.58888 2.27289 0.5 -0.7 -1.2
H 2.19100 2.39025 0.48811 -0.1 -1.2 0.2
H -1.06912 0.06787 2.54990 -0.8 2.1 -0.1
H -0.92649 -1.57443 2.91930 0.7 -0.2 -0.9
H 1.85367 -1.62186 0.34658 1.0 -0.7 -0.5
H 2.12107 -3.07490 2.15326 -1.1 -0.8 -0.4
H 0.35947 -3.22355 2.33562 -1.4 -0.3 1.4
H 1.07837 -4.19498 1.02724 0.4 0.5 1.0
H 0.06108 -3.47151 -0.97558 0.3 -1.0 -0.3
H -0.93653 -2.20135 -0.33003 -2.8 0.2 0.7
H 0.31838 -1.70884 -1.38400 -0.6 -1.6 0.6
```
Forces are in eV/Å.

These are the Löwdin partial charges, in e, on atoms 1 to 6:
1 C 0.039
2 C -0.387
3 C -0.062
4 C -0.379
5 C -0.047
6 C -0.504